1.
This record from the OMol25 dataset describes a structure of composition C20H12Br2F9N3O4RhS in a non-equilibrium geometry. The level of theory is ωB97M-V/def2-TZVPD.

The calculated total energy comes out at -7789.81393 Eh. The calculation puts the energy relative to the best compared isomer or geometry (same formula, charge and spin) at 25.63 kcal/mol. As for the total charge: +1. Its frontier orbital gap (alpha / beta) is 0.1333 / 0.1337 Ha.

CARTESIAN COORDINATES (ANGSTROEM)
1 Rh 0.97 0.12 -0.33
2 Br -0.10 -1.69 6.15
3 C 0.27 -1.17 4.38
4 C 1.01 -0.03 4.12
5 C 1.22 0.32 2.80
6 N 0.74 -0.40 1.78
7 C 0.05 -1.53 2.02
8 C -0.21 -1.94 3.32
9 C -0.43 -2.26 0.84
10 C -1.22 -3.39 0.89
11 C -1.61 -4.00 -0.29
12 Br -2.71 -5.52 -0.24
13 C -1.19 -3.48 -1.51
14 C -0.41 -2.34 -1.48
15 N -0.05 -1.74 -0.35
16 H 1.40 0.58 4.92
17 H 1.79 1.20 2.54
18 H -0.77 -2.83 3.53
19 H -1.54 -3.80 1.84
20 H -1.47 -3.94 -2.44
21 H -0.05 -1.89 -2.40
22 F 4.34 2.62 -2.54
23 C 4.72 1.81 -1.56
24 F 4.79 2.52 -0.43
25 F 5.93 1.33 -1.84
26 C 3.68 0.66 -1.37
27 O 2.44 1.22 -1.22
28 C 3.67 -0.31 -2.60
29 F 3.77 0.34 -3.75
30 F 2.47 -0.96 -2.61
31 F 4.62 -1.23 -2.53
32 C 4.07 -0.16 -0.10
33 F 5.35 -0.45 0.03
34 F 3.68 0.50 1.01
35 F 3.36 -1.33 -0.08
36 N -0.06 2.10 -0.57
37 C -1.45 2.02 -0.63
38 C -2.17 2.62 -1.67
39 C -3.55 2.53 -1.69
40 C -4.17 1.81 -0.68
41 C -3.48 1.21 0.38
42 C -2.11 1.32 0.40
43 S -6.02 1.70 -0.61
44 O -6.24 2.93 0.11
45 O -6.41 1.69 -1.99
46 O -6.26 0.49 0.13
47 H 0.37 2.56 -1.37
48 H 0.29 2.51 0.29
49 H -1.65 3.17 -2.45
50 H -4.13 3.00 -2.47
51 H -4.03 0.67 1.14
52 H -1.53 0.86 1.19

Atomic partial charges in e from the Mulliken method, atoms 1 to 5:
1 Rh 0.689
2 Br -0.069
3 C -0.361
4 C -0.814
5 C -0.638

---

2.
This record from the OMol25 dataset describes a cluster of 11 separate species, C20H12Cl40N4 in total in a non-equilibrium geometry. The level of theory is ωB97M-V/def2-TZVPD.

The calculated total energy comes out at -19395.87431 Eh. Its SMILES is NCc1ccc2nc(CN)cnc2c1.ClC(Cl)(Cl)Cl.ClC(Cl)(Cl)Cl.ClC(Cl)(Cl)Cl.ClC(Cl)(Cl)Cl.ClC(Cl)(Cl)Cl.ClC(Cl)(Cl)Cl.ClC(Cl)(Cl)Cl.ClC(Cl)(Cl)Cl.ClC(Cl)(Cl)Cl.ClC(Cl)(Cl)Cl. As for the total charge: 0. Its frontier orbital gap is 0.3227 Ha.

CARTESIAN COORDINATES (ANGSTROEM)
1 N 4.66 -0.85 0.10
2 C 4.23 -0.88 -1.31
3 C 2.73 -0.71 -1.45
4 C 2.22 -0.01 -2.58
5 C 0.87 0.12 -2.73
6 C -0.03 -0.38 -1.77
7 N -1.37 -0.21 -1.98
8 C -2.14 -0.70 -1.05
9 C -3.63 -0.54 -1.20
10 N -4.10 -0.74 -2.57
11 C -1.61 -1.35 0.11
12 N -0.35 -1.54 0.34
13 C 0.46 -1.05 -0.65
14 C 1.86 -1.21 -0.52
15 H 5.66 -0.71 0.13
16 H 4.49 -1.77 0.48
17 H 4.46 -1.88 -1.72
18 H 4.75 -0.10 -1.86
19 H 2.89 0.42 -3.33
20 H 0.47 0.63 -3.60
21 H -3.89 0.48 -0.89
22 H -4.16 -1.21 -0.53
23 H -4.71 -1.55 -2.61
24 H -3.35 -0.89 -3.22
25 H -2.32 -1.71 0.85
26 H 2.26 -1.73 0.34
27 Cl 10.13 1.29 0.95
28 C 8.71 0.43 1.55
29 Cl 8.07 -0.62 0.28
30 Cl 9.17 -0.56 2.95
31 Cl 7.47 1.58 2.03
32 Cl -6.93 1.04 0.55
33 C -6.65 -0.31 1.64
34 Cl -7.07 -1.82 0.83
35 Cl -4.95 -0.34 2.12
36 Cl -7.66 -0.11 3.08
37 Cl 3.97 -0.36 -7.88
38 C 3.82 1.10 -6.90
39 Cl 2.79 2.27 -7.73
40 Cl 3.09 0.69 -5.34
41 Cl 5.41 1.80 -6.63
42 Cl -4.28 -4.24 6.09
43 C -5.09 -2.75 5.60
44 Cl -5.77 -2.96 3.98
45 Cl -6.38 -2.37 6.74
46 Cl -3.92 -1.42 5.57
47 Cl 5.24 4.28 6.72
48 C 5.78 4.04 5.05
49 Cl 7.48 3.54 5.06
50 Cl 4.81 2.80 4.26
51 Cl 5.63 5.56 4.17
52 Cl -6.06 -6.28 -3.24
53 C -5.66 -4.67 -3.83
54 Cl -3.92 -4.56 -4.11
55 Cl -6.53 -4.36 -5.33
56 Cl -6.13 -3.47 -2.61
57 Cl 6.81 4.81 1.23
58 C 7.33 4.60 -0.45
59 Cl 9.01 4.05 -0.49
60 Cl 6.30 3.39 -1.23
61 Cl 7.18 6.13 -1.30
62 Cl 1.93 3.51 6.15
63 C 1.45 5.16 5.73
64 Cl -0.22 5.43 6.22
65 Cl 2.50 6.31 6.57
66 Cl 1.60 5.39 3.99
67 Cl -7.10 -6.94 -7.96
68 C -6.01 -5.90 -8.89
69 Cl -4.57 -5.54 -7.93
70 Cl -5.54 -6.73 -10.38
71 Cl -6.84 -4.39 -9.30
72 Cl -4.43 3.03 6.49
73 C -5.88 2.25 7.13
74 Cl -6.63 1.28 5.86
75 Cl -5.44 1.21 8.49
76 Cl -7.02 3.49 7.67

Atomic partial charges in e from the Mulliken method, atoms 1 to 5:
1 N -0.478
2 C -0.519
3 C 0.587
4 C -0.650
5 C -0.101